The following is a quantum chemistry calculation of a structure of composition C36H31IrN6O7S in a non-equilibrium geometry, from OMol25.

Each line ends with the Mulliken spin population.
Positions of all 82 atoms, in Å:
Ir 1.25 -0.62 -0.97  0.160
C 4.78 0.30 0.49  -0.003
O 3.39 0.11 0.75  0.032
C 2.80 0.77 1.74  0.096
C 3.52 1.39 2.76  -0.046
C 2.88 2.05 3.78  0.079
C 1.48 2.12 3.81  -0.004
C 0.76 1.52 2.81  0.044
C 1.38 0.83 1.76  0.062
N 0.59 0.30 0.70  0.215
N -0.67 0.51 0.90  -0.185
C -1.60 0.44 -0.05  0.215
C -1.37 0.37 -1.48  0.046
O -0.21 0.28 -1.99  0.127
C -2.47 0.44 -2.40  0.022
C -3.73 0.54 -1.93  -0.015
C -4.02 0.62 -0.52  0.036
C -5.34 0.75 -0.09  -0.032
C -5.62 0.86 1.26  0.064
C -4.58 0.85 2.19  -0.042
C -3.27 0.71 1.77  0.089
C -2.97 0.59 0.41  -0.033
H 5.39 -0.17 1.27  0.002
H 5.00 1.36 0.40  0.002
H 4.95 -0.20 -0.46  0.000
H 4.60 1.35 2.74  0.000
H 3.46 2.53 4.55  0.003
H 0.98 2.65 4.60  0.002
H -0.32 1.59 2.82  -0.006
H -2.22 0.38 -3.45  -0.001
H -4.56 0.55 -2.62  -0.001
H -6.14 0.76 -0.82  0.001
H -6.65 0.96 1.59  0.003
H -4.80 0.94 3.24  -0.001
H -2.48 0.69 2.50  0.010
N -3.24 3.84 -2.60  0.006
C -1.91 3.61 -2.39  -0.002
C -1.05 3.31 -3.46  -0.004
C 0.28 3.03 -3.25  -0.001
C 0.79 3.04 -1.95  0.015
C -0.04 3.36 -0.88  -0.009
C -1.38 3.63 -1.09  0.014
S 2.44 2.52 -1.66  0.002
O 2.68 2.68 -0.25  -0.001
O 3.31 3.09 -2.63  0.000
N 2.37 0.90 -1.89  -0.007
C 2.49 0.23 -3.07  -0.006
N 2.12 -1.06 -2.79  -0.003
C 2.28 -2.00 -3.71  0.002
C 2.78 -1.66 -4.95  0.001
C 3.02 -0.30 -5.18  0.000
N 2.87 0.65 -4.26  0.001
H -3.55 4.04 -3.53  -0.001
H -3.78 4.26 -1.86  0.000
H -1.45 3.31 -4.47  0.000
H 0.93 2.80 -4.08  0.000
H 0.38 3.37 0.12  0.002
H -2.02 3.87 -0.25  0.004
H 1.98 -3.01 -3.44  -0.001
H 2.94 -2.39 -5.72  0.000
H 3.34 0.03 -6.16  0.000
C -3.30 -4.29 3.91  0.000
O -3.05 -3.67 2.66  0.000
C -1.77 -3.49 2.28  -0.010
C -0.67 -3.94 3.03  0.007
C 0.59 -3.72 2.53  -0.004
C 0.82 -3.03 1.33  0.003
C 2.15 -2.87 0.81  -0.001
C 3.30 -3.72 1.29  0.001
O 2.48 -2.03 -0.05  0.009
C -0.31 -2.57 0.59  0.017
O -0.20 -1.95 -0.56  0.027
C -1.59 -2.83 1.08  -0.004
H -4.38 -4.26 4.05  0.000
H -2.82 -3.75 4.73  0.000
H -2.97 -5.33 3.91  0.000
H -0.80 -4.46 3.96  0.000
H 1.43 -4.07 3.11  0.000
H 3.01 -4.53 1.94  0.000
H 4.02 -3.08 1.79  0.000
H 3.79 -4.14 0.41  0.000
H -2.45 -2.50 0.51  0.002

As for the expectation value of S²: 0.81. As for the multiplicity: 2. The value obtained for the total energy is -2747.97208 Eh. Its total charge is +1. The LUMO energy (alpha / beta) comes out at -3.884 / -5.336 eV.

***

The following is a quantum chemistry calculation of a structure of composition C36H31N10O2PW, from OMol25.

Each line ends with the Mulliken charge.
Positions of all 81 atoms, in Å:
W 0.67 -0.05 0.79  0.594
C -1.57 4.95 -0.88  -0.945
N -1.37 3.72 -0.11  0.122
C -2.07 3.39 1.02  -0.977
C -1.59 2.18 1.43  -0.534
N -0.62 1.77 0.56  0.804
C -0.51 2.71 -0.38  0.005
P 0.29 2.46 -1.99  -0.376
C 1.88 1.84 -1.46  -0.321
N 2.13 1.12 -0.37  0.424
C 3.49 1.04 -0.25  -0.721
C 4.06 1.74 -1.28  -0.808
N 3.05 2.24 -2.03  0.161
C 3.21 3.08 -3.22  -0.827
C -0.88 1.11 -2.41  -0.048
N -1.36 0.08 -1.68  0.594
C -2.63 -0.23 -2.10  -0.370
C -2.92 0.61 -3.13  -0.875
N -1.85 1.42 -3.31  0.253
C -1.78 2.47 -4.34  -0.721
H -1.59 5.79 -0.20  0.366
H -2.51 4.90 -1.43  0.326
H -0.74 5.07 -1.58  0.392
H -2.81 4.04 1.44  0.544
H -1.89 1.60 2.29  0.485
H 3.95 0.49 0.55  0.654
H 5.10 1.91 -1.53  0.490
H 4.24 3.01 -3.55  0.343
H 2.99 4.12 -2.97  0.328
H 2.56 2.74 -4.01  0.338
H -3.20 -1.03 -1.67  0.654
H -3.80 0.66 -3.76  0.530
H -2.60 2.30 -5.03  0.342
H -0.84 2.41 -4.87  0.360
H -1.90 3.45 -3.88  0.279
C 1.15 2.40 4.52  -1.074
C 1.23 1.94 3.20  -0.136
N 0.55 0.90 2.77  0.524
C -0.24 0.21 3.64  -0.083
C -0.42 0.63 4.97  0.906
C 0.32 1.75 5.40  -0.720
C -1.36 -0.06 5.79  -0.976
C -2.09 -1.07 5.25  -1.019
C -1.91 -1.50 3.91  -0.626
C -0.96 -0.91 3.12  0.559
N -0.65 -1.19 1.78  0.950
C -1.23 -2.19 0.98  0.112
C -1.63 -3.46 1.38  -0.693
C -2.02 -4.39 0.43  -1.319
C -1.93 -4.10 -0.92  -1.016
C -1.45 -2.87 -1.36  1.815
C -1.18 -2.66 -2.80  -0.526
C -0.10 -2.11 -3.34  -1.022
C 1.14 -1.61 -2.62  0.090
N -0.69 -0.59 -0.67  0.673
C -1.19 -1.89 -0.39  -1.083
H 1.74 3.25 4.83  0.472
H 1.86 2.44 2.47  0.499
H 0.23 2.09 6.42  0.476
H -1.49 0.25 6.82  0.469
H -2.82 -1.59 5.86  0.434
H -2.52 -2.30 3.53  0.681
H -1.60 -3.74 2.43  0.721
H -2.34 -5.38 0.75  0.428
H -2.17 -4.86 -1.66  0.570
H -1.93 -3.05 -3.48  0.533
H -0.06 -2.05 -4.42  0.532
H 1.97 -1.66 -3.33  0.979
O 2.49 -2.54 3.12  -0.613
C 2.29 -2.01 2.07  -0.081
O 2.25 -0.69 1.87  -0.731
C 2.10 -2.73 0.78  0.428
C 2.43 -4.05 0.62  -0.802
C 2.32 -4.60 -0.65  -0.832
C 1.90 -3.78 -1.68  -0.926
C 1.55 -2.45 -1.44  0.720
N 1.64 -1.93 -0.21  0.179
H 2.77 -4.61 1.48  0.603
H 2.57 -5.63 -0.84  0.480
H 1.84 -4.15 -2.69  0.570
H 1.06 -0.57 -2.33  -0.983

As for the multiplicity: 1. The value obtained for the total energy is -2496.57219 Eh. Its total charge is +2. The LUMO energy (alpha / beta) comes out at -5.546 / -5.600 eV.